(1)
{
  "formula": "C27H62N12O24P",
  "method": "ωB97M-V/def2-TZVPD",
  "fmax_ev_per_a": 5.3,
  "spin_multiplicity": 1,
  "orbital_gap_ev": 7.26,
  "lumo_ev": -3.947,
  "homo_energy_ev": -11.211,
  "total_charge": 1,
  "species": ["C", "C", "C", "C", "C", "C", "C", "N", "C", "C", "C", "O", "C", "N", "C", "C", "O", "C", "C", "O", "C", "C", "P", "O", "O", "O", "C", "N", "H", "H", "H", "H", "H", "H", "H", "H", "H", "H", "H", "H", "H", "H", "H", "H", "H", "H", "H", "H", "H", "H", "H", "H", "H", "H", "H", "H", "H", "H", "H", "H", "H", "H", "H", "C", "N", "O", "O", "H", "H", "H", "C", "N", "O", "O", "H", "H", "H", "C", "N", "O", "O", "H", "H", "H", "C", "N", "O", "O", "H", "H", "H", "C", "N", "O", "O", "H", "H", "H", "C", "N", "O", "O", "H", "H", "H", "C", "N", "O", "O", "H", "H", "H", "C", "N", "O", "O", "H", "H", "H", "C", "N", "O", "O", "H", "H", "H"],
  "positions_angstrom": [[4.420, -4.148, -2.745], [3.307, -3.066, -3.179], [3.052, -1.939, -2.023], [4.532, -1.359, -1.820], [4.617, 0.169, -1.344], [5.927, 0.814, -2.073], [6.904, 1.590, -1.061], [8.189, 0.834, -1.014], [9.362, 1.708, -0.728], [8.129, -0.338, -0.130], [7.245, -0.463, 1.196], [8.872, -1.320, -0.420], [1.861, -0.983, -2.496], [0.706, -1.225, -1.543], [-0.512, -0.355, -1.693], [-1.721, -1.066, -2.469], [-2.625, -0.010, -2.927], [-3.511, 0.393, -1.882], [-3.240, 1.553, -0.821], [-4.619, -0.199, -1.825], [0.847, -2.199, -0.632], [-0.225, -2.693, 0.455], [-0.677, -4.479, -0.013], [-1.207, -4.609, -1.447], [-1.832, -5.155, 1.072], [0.697, -5.517, 0.094], [2.357, -2.786, -0.860], [3.034, -2.299, 0.412], [5.314, -4.054, -3.463], [4.023, -5.215, -2.898], [4.749, -4.068, -1.651], [2.358, -3.624, -3.475], [3.681, -2.481, -4.100], [5.121, -1.972, -1.040], [5.091, -1.506, -2.806], [3.740, 0.825, -1.654], [4.782, 0.314, -0.226], [5.567, 1.581, -2.852], [6.552, 0.043, -2.631], [6.428, 1.798, -0.044], [7.138, 2.612, -1.537], [10.367, 1.153, -0.807], [9.432, 2.565, -1.497], [9.309, 2.223, 0.302], [6.159, -0.753, 0.969], [7.291, 0.458, 1.871], [7.694, -1.328, 1.801], [1.487, -1.490, -3.450], [2.072, 0.091, -2.802], [-0.159, 0.624, -2.187], [-0.881, -0.123, -0.625], [-1.341, -1.584, -3.425], [-2.247, -1.861, -1.840], [-2.189, 1.557, -0.376], [-3.964, 1.366, 0.056], [-3.440, 2.603, -1.217], [-1.130, -2.010, 0.551], [0.356, -2.770, 1.445], [-1.499, -6.056, 1.315], [0.793, -5.810, 1.028], [2.446, -3.919, -0.838], [2.788, -1.287, 0.440], [2.555, -2.771, 1.193], [-5.473, 1.250, 3.602], [-4.838, 1.743, 2.352], [-5.537, 1.797, 1.351], [-3.660, 2.059, 2.416], [-6.513, 1.009, 3.397], [-4.926, 0.363, 3.920], [-5.401, 2.046, 4.342], [-8.499, 4.570, 4.511], [-8.548, 3.291, 5.265], [-7.693, 2.453, 5.006], [-9.435, 3.169, 6.087], [-7.661, 4.536, 3.818], [-9.440, 4.672, 3.972], [-8.369, 5.373, 5.234], [-4.710, 3.673, 7.788], [-5.081, 4.478, 6.595], [-6.037, 5.225, 6.701], [-4.398, 4.329, 5.595], [-5.399, 3.906, 8.597], [-4.782, 2.622, 7.511], [-3.690, 3.941, 8.061], [-4.878, 4.917, -0.750], [-5.691, 6.085, -0.321], [-5.442, 6.571, 0.768], [-6.551, 6.471, -1.095], [-4.156, 4.686, 0.032], [-5.559, 4.082, -0.906], [-4.370, 5.192, -1.674], [4.613, -6.477, -6.956], [5.099, -5.693, -5.791], [4.990, -4.477, -5.846], [5.574, -6.324, -4.863], [4.219, -5.789, -7.702], [5.459, -7.034, -7.354], [3.831, -7.146, -6.598], [-8.188, 9.126, -1.543], [-9.083, 10.306, -1.674], [-10.148, 10.141, -2.245], [-8.684, 11.355, -1.198], [-8.668, 8.268, -2.008], [-7.253, 9.365, -2.047], [-8.030, 8.950, -0.480], [1.656, 0.401, 3.932], [2.310, 0.893, 2.691], [1.618, 0.969, 1.683], [3.488, 1.184, 2.770], [0.612, 0.181, 3.716], [2.183, -0.499, 4.246], [1.737, 1.188, 4.681], [7.220, -4.455, 0.644], [5.833, -4.759, 1.085], [5.546, -4.519, 2.246], [5.078, -5.229, 0.248], [7.774, -4.046, 1.487], [7.669, -5.388, 0.305], [7.157, -3.729, -0.165], [-5.454, -3.579, -1.379], [-6.446, -4.296, -0.537], [-7.444, -4.724, -1.088], [-6.184, -4.404, 0.651], [-5.813, -3.559, -2.405], [-5.358, -2.568, -0.984], [-4.511, -4.122, -1.310]],
  "atomic_forces_ev_per_a": [[0.0, -0.2, -0.6], [0.4, 0.3, -0.3], [-0.5, -2.5, -1.6], [-0.2, 0.6, 1.2], [1.4, 0.4, -1.0], [-0.5, 0.9, 0.4], [-0.1, 0.6, -1.3], [-0.6, 0.0, 1.9], [1.3, 0.9, 0.0], [2.3, -2.6, -0.8], [0.2, -0.3, 0.1], [-2.5, 3.3, 1.1], [0.2, -1.8, -1.5], [-0.5, -0.6, 2.0], [-0.4, 0.3, 1.0], [0.8, 0.0, -1.0], [0.2, -0.1, 2.2], [-4.0, -1.4, 0.4], [0.2, -0.4, 0.4], [4.2, 2.1, -0.2], [1.0, 0.4, -2.9], [1.7, 0.0, -0.1], [-2.0, -3.6, -3.3], [1.6, 1.3, 3.7], [3.2, 1.0, -1.1], [-2.4, 2.2, 1.4], [0.2, 1.4, 2.7], [-1.5, 0.0, -0.3], [-1.3, -0.1, 1.4], [0.5, 1.6, 0.3], [-0.5, 0.0, -1.7], [1.0, 0.9, 0.5], [-0.7, -1.0, 1.2], [-1.2, 0.8, -1.3], [-1.0, 0.4, 1.3], [0.9, -1.1, 0.5], [-0.5, -0.5, -1.4], [0.5, -1.2, 1.1], [-0.9, 0.9, 0.9], [0.6, -0.4, -1.2], [-0.3, -1.5, 0.9], [-1.8, 0.5, 0.2], [-0.4, -1.5, 1.0], [0.0, -0.8, -1.3], [1.5, 0.6, 0.3], [-0.2, -1.1, -1.2], [-0.6, 1.3, -1.1], [0.4, 0.9, 1.0], [-0.5, -1.2, 1.2], [-0.8, -1.6, 0.7], [0.7, -0.1, -1.7], [-0.6, 0.8, 1.5], [0.7, 1.2, -0.7], [-1.3, 0.0, -0.9], [1.1, 0.3, -1.8], [0.3, -1.6, 0.2], [1.2, -1.1, -0.2], [-1.0, 0.4, -1.3], [-0.6, 0.9, -0.2], [0.3, 0.1, -0.7], [-0.3, 1.5, -0.6], [0.5, -0.8, 0.5], [0.6, 0.4, -0.1], [-0.2, -0.2, 0.1], [-0.2, 0.0, 0.2], [0.4, 0.2, 0.4], [-0.4, -0.1, -0.3], [0.2, 0.1, 0.0], [0.1, 0.2, 0.0], [0.1, -0.1, -0.1], [0.2, 0.2, -0.3], [-0.3, 0.0, 0.2], [-0.3, 0.2, 0.3], [0.6, -0.1, -0.4], [-0.1, -0.1, 0.2], [0.0, 0.0, 0.2], [-0.1, -0.1, -0.1], [-0.1, -0.1, 0.4], [-0.2, 0.2, -0.1], [0.4, -0.3, -0.3], [-0.4, 0.1, 0.3], [0.1, 0.0, -0.2], [0.1, 0.1, 0.0], [-0.1, -0.1, -0.1], [0.2, -0.2, 0.1], [-0.1, 0.3, 0.2], [-0.2, -0.1, -0.5], [0.3, -0.1, 0.3], [-0.2, 0.1, 0.0], [0.0, 0.1, -0.1], [-0.2, 0.0, 0.0], [-0.2, 0.0, -0.3], [0.1, 0.1, 0.1], [0.1, -0.4, 0.1], [-0.2, 0.4, -0.4], [0.1, 0.0, 0.2], [-0.1, 0.0, 0.1], [0.2, 0.0, 0.0], [0.0, -0.3, 0.0], [-0.2, 0.2, -0.1], [0.4, 0.2, 0.3], [-0.2, -0.4, -0.2], [0.0, 0.2, 0.1], [-0.1, 0.0, 0.2], [0.1, 0.1, -0.1], [-0.3, -0.1, 0.1], [0.2, 0.1, -0.1], [0.4, -0.2, 0.1], [-0.7, -0.2, -0.3], [0.2, 0.1, -0.1], [0.1, 0.2, 0.0], [0.1, -0.1, 0.0], [0.3, 0.1, 0.1], [0.0, 0.0, 0.2], [-0.2, -0.1, -0.6], [0.1, 0.2, 0.5], [-0.2, -0.1, -0.1], [-0.1, 0.1, -0.1], [0.0, -0.1, 0.0], [0.1, 0.1, -0.3], [-0.3, -0.2, 0.0], [0.4, 0.2, 0.4], [-0.1, 0.0, -0.4], [0.0, 0.0, 0.2], [0.0, -0.1, 0.0], [-0.1, 0.1, 0.1]]
}

---

(2)
{
  "formula": "C6H10B4",
  "method": "ωB97M-V/def2-TZVPD",
  "fmax_ev_per_a": 3.9,
  "spin_multiplicity": 1,
  "relative_energy_kcal_mol": 0.0,
  "smiles": "Bc1cc(B)c(B)cc1B",
  "orbital_gap_ev": 8.35,
  "lumo_ev": -1.250,
  "homo_energy_ev": -9.603,
  "species": ["B", "C", "C", "C", "B", "C", "B", "C", "C", "B", "H", "H", "H", "H", "H", "H", "H", "H", "H", "H"],
  "positions_angstrom": [[-2.471, -1.421, 0.248], [-1.224, -0.614, -0.177], [-0.074, -1.409, -0.296], [1.226, -0.693, -0.151], [2.524, -1.445, 0.142], [1.201, 0.730, -0.103], [2.509, 1.499, 0.313], [0.033, 1.390, -0.067], [-1.194, 0.744, -0.161], [-2.538, 1.445, 0.104], [-2.659, -2.408, -0.217], [-3.075, -0.877, 1.044], [-0.065, -2.487, -0.063], [3.375, -0.851, 0.698], [2.682, -2.544, -0.143], [3.265, 1.162, 1.147], [2.718, 2.682, 0.004], [-0.006, 2.471, -0.088], [-2.868, 2.196, 1.021], [-3.360, 1.075, -0.638]],
  "atomic_forces_ev_per_a": [[1.2, 2.0, -0.5], [-0.3, -3.4, -0.6], [2.9, 2.1, 1.7], [-2.3, -1.0, -0.4], [-0.2, 0.7, 0.0], [3.0, -1.7, 0.8], [-0.4, 1.8, -0.1], [-2.2, 1.7, -1.4], [0.8, 1.9, 1.3], [-0.6, 0.3, 0.5], [-0.6, -2.3, -0.6], [-1.3, 0.2, 1.1], [-0.2, 0.5, -0.8], [0.3, -0.1, 0.1], [0.1, -1.2, -0.2], [0.1, -0.5, 0.1], [-0.4, -0.9, -0.2], [0.3, 0.2, 0.3], [0.6, -0.4, -0.7], [-0.8, 0.1, -0.3]]
}

---

(3)
{
  "formula": "C12H6Cl3FIrN19",
  "method": "ωB97M-V/def2-TZVPD",
  "fmax_ev_per_a": 0.5,
  "spin_multiplicity": 1,
  "relative_energy_kcal_mol": 5.4,
  "orbital_gap_ev": 6.42,
  "lumo_ev": 3.892,
  "homo_energy_ev": -2.527,
  "total_charge": -2,
  "species": ["Ir", "N", "C", "N", "N", "N", "N", "C", "N", "N", "N", "N", "H", "N", "C", "N", "N", "N", "N", "C", "N", "N", "N", "N", "H", "Cl", "C", "Cl", "Cl", "C", "N", "F", "C", "C", "C", "C", "C", "C", "H", "H", "H", "H"],
  "positions_angstrom": [[0.119, 0.074, 0.068], [-0.251, 1.402, 3.163], [1.041, 1.062, 2.795], [2.058, 1.114, 3.629], [3.122, 0.770, 2.860], [2.755, 0.510, 1.658], [1.414, 0.693, 1.571], [-1.175, 1.815, 2.229], [-2.081, 2.756, 2.429], [-2.662, 2.906, 1.214], [-2.142, 2.102, 0.354], [-1.200, 1.365, 0.984], [-0.340, 1.807, 4.077], [0.086, -1.434, -3.020], [1.276, -1.463, -2.322], [2.386, -1.941, -2.848], [3.295, -1.817, -1.851], [2.769, -1.271, -0.817], [1.459, -1.031, -1.075], [-1.139, -1.165, -2.460], [-2.289, -1.468, -3.032], [-3.215, -1.071, -2.125], [-2.654, -0.561, -1.090], [-1.311, -0.591, -1.273], [0.087, -1.871, -3.923], [-1.704, 4.625, -1.973], [-1.207, 3.167, -2.840], [-0.348, 3.627, -4.342], [-2.574, 2.141, -3.211], [-0.259, 2.422, -2.008], [0.485, 1.839, -1.359], [-1.089, -4.746, 3.685], [-0.823, -3.673, 2.873], [-1.865, -2.872, 2.463], [-1.585, -1.785, 1.640], [-0.282, -1.499, 1.226], [0.744, -2.337, 1.675], [0.480, -3.427, 2.497], [-2.876, -3.096, 2.781], [-2.400, -1.157, 1.302], [1.768, -2.127, 1.390], [1.275, -4.074, 2.848]],
  "atomic_forces_ev_per_a": [[0.3, 0.0, -0.2], [-0.1, -0.4, 0.0], [-0.1, 0.2, 0.1], [0.1, 0.1, -0.1], [-0.1, -0.1, 0.0], [0.0, 0.2, 0.0], [0.1, -0.1, -0.1], [0.1, 0.2, 0.1], [0.0, 0.1, -0.2], [-0.1, -0.1, 0.1], [0.1, 0.0, 0.1], [0.1, -0.1, -0.1], [0.0, 0.1, 0.0], [0.1, 0.3, -0.1], [-0.1, 0.0, 0.0], [0.0, -0.2, 0.1], [0.0, 0.2, -0.1], [-0.1, -0.2, 0.1], [0.1, 0.1, 0.1], [0.0, -0.1, 0.0], [-0.1, 0.0, 0.1], [0.0, 0.1, -0.1], [0.1, 0.0, 0.0], [0.0, 0.1, 0.0], [0.0, -0.1, 0.0], [0.0, 0.0, 0.0], [0.1, 0.0, 0.1], [0.0, 0.0, 0.0], [0.0, -0.1, 0.0], [0.2, 0.1, 0.1], [-0.5, 0.0, -0.1], [0.0, 0.0, 0.0], [0.0, 0.0, 0.0], [0.0, 0.0, 0.0], [0.0, -0.1, 0.0], [-0.3, 0.0, 0.2], [0.0, 0.1, 0.0], [0.0, 0.0, 0.0], [0.0, 0.0, 0.0], [0.0, 0.0, 0.0], [0.0, 0.0, 0.0], [0.0, 0.0, 0.0]]
}

---

(4)
{
  "formula": "C8H10ClN3O3",
  "method": "ωB97M-V/def2-TZVPD",
  "fmax_ev_per_a": 7.8,
  "spin_multiplicity": 3,
  "relative_energy_kcal_mol": 20.7,
  "orbital_gap_ev": [6.70, 4.77],
  "lumo_ev": [0.248, -3.418],
  "homo_energy_ev": [-6.451, -8.186],
  "s_squared": 2.03,
  "species": ["C", "C", "C", "C", "C", "C", "C", "C", "N", "N", "N", "O", "O", "O", "Cl", "H", "H", "H", "H", "H", "H", "H", "H", "H", "H"],
  "positions_angstrom": [[-2.259, 0.449, -0.836], [-1.517, 0.011, 1.415], [-1.313, -0.298, -1.461], [-0.293, -0.616, 0.863], [-2.465, 0.529, 0.557], [-0.271, -0.934, -0.662], [2.280, 1.101, -0.994], [2.638, 0.023, -0.216], [-3.652, 1.199, 0.956], [0.610, -1.626, -1.241], [2.008, -0.395, 0.872], [0.862, 0.285, 1.162], [2.327, -1.423, 1.576], [3.693, -0.814, -0.410], [2.768, 2.637, -0.084], [-3.105, 0.876, -1.484], [-1.579, 0.061, 2.554], [-1.268, -0.241, -2.490], [-0.035, -1.563, 1.386], [2.730, 1.089, -2.014], [1.253, 1.102, -1.214], [-4.583, 1.147, 0.520], [-3.783, 1.116, 1.900], [1.356, -2.053, -0.777], [3.596, -1.662, 0.120]],
  "atomic_forces_ev_per_a": [[-2.5, 0.6, -1.7], [-0.7, 0.3, 0.4], [1.3, 0.0, 3.3], [0.4, -1.1, 0.6], [-0.5, 0.2, 0.6], [-4.6, 3.0, -1.1], [0.9, 3.2, -2.5], [1.7, -6.1, 4.5], [0.6, 0.0, -1.5], [1.1, -1.0, 0.4], [0.0, 0.9, -0.6], [-0.4, 0.0, 0.0], [-0.2, 0.5, -0.8], [0.3, 0.4, -1.3], [-0.3, -0.5, -0.8], [1.5, -0.5, 1.0], [0.0, -0.2, -1.8], [0.3, -0.5, -2.0], [-0.1, 0.6, -0.1], [0.3, 0.1, 1.0], [-1.5, 0.4, 0.3], [1.4, -0.4, -0.5], [-0.3, 0.0, 2.8], [1.8, -1.3, -0.1], [-0.3, 1.5, 0.0]]
}

---

Please write out number 3 again, unchanged.
{
  "formula": "C12H6Cl3FIrN19",
  "method": "ωB97M-V/def2-TZVPD",
  "fmax_ev_per_a": 0.5,
  "spin_multiplicity": 1,
  "relative_energy_kcal_mol": 5.4,
  "orbital_gap_ev": 6.42,
  "lumo_ev": 3.892,
  "homo_energy_ev": -2.527,
  "total_charge": -2,
  "species": ["Ir", "N", "C", "N", "N", "N", "N", "C", "N", "N", "N", "N", "H", "N", "C", "N", "N", "N", "N", "C", "N", "N", "N", "N", "H", "Cl", "C", "Cl", "Cl", "C", "N", "F", "C", "C", "C", "C", "C", "C", "H", "H", "H", "H"],
  "positions_angstrom": [[0.119, 0.074, 0.068], [-0.251, 1.402, 3.163], [1.041, 1.062, 2.795], [2.058, 1.114, 3.629], [3.122, 0.770, 2.860], [2.755, 0.510, 1.658], [1.414, 0.693, 1.571], [-1.175, 1.815, 2.229], [-2.081, 2.756, 2.429], [-2.662, 2.906, 1.214], [-2.142, 2.102, 0.354], [-1.200, 1.365, 0.984], [-0.340, 1.807, 4.077], [0.086, -1.434, -3.020], [1.276, -1.463, -2.322], [2.386, -1.941, -2.848], [3.295, -1.817, -1.851], [2.769, -1.271, -0.817], [1.459, -1.031, -1.075], [-1.139, -1.165, -2.460], [-2.289, -1.468, -3.032], [-3.215, -1.071, -2.125], [-2.654, -0.561, -1.090], [-1.311, -0.591, -1.273], [0.087, -1.871, -3.923], [-1.704, 4.625, -1.973], [-1.207, 3.167, -2.840], [-0.348, 3.627, -4.342], [-2.574, 2.141, -3.211], [-0.259, 2.422, -2.008], [0.485, 1.839, -1.359], [-1.089, -4.746, 3.685], [-0.823, -3.673, 2.873], [-1.865, -2.872, 2.463], [-1.585, -1.785, 1.640], [-0.282, -1.499, 1.226], [0.744, -2.337, 1.675], [0.480, -3.427, 2.497], [-2.876, -3.096, 2.781], [-2.400, -1.157, 1.302], [1.768, -2.127, 1.390], [1.275, -4.074, 2.848]],
  "atomic_forces_ev_per_a": [[0.3, 0.0, -0.2], [-0.1, -0.4, 0.0], [-0.1, 0.2, 0.1], [0.1, 0.1, -0.1], [-0.1, -0.1, 0.0], [0.0, 0.2, 0.0], [0.1, -0.1, -0.1], [0.1, 0.2, 0.1], [0.0, 0.1, -0.2], [-0.1, -0.1, 0.1], [0.1, 0.0, 0.1], [0.1, -0.1, -0.1], [0.0, 0.1, 0.0], [0.1, 0.3, -0.1], [-0.1, 0.0, 0.0], [0.0, -0.2, 0.1], [0.0, 0.2, -0.1], [-0.1, -0.2, 0.1], [0.1, 0.1, 0.1], [0.0, -0.1, 0.0], [-0.1, 0.0, 0.1], [0.0, 0.1, -0.1], [0.1, 0.0, 0.0], [0.0, 0.1, 0.0], [0.0, -0.1, 0.0], [0.0, 0.0, 0.0], [0.1, 0.0, 0.1], [0.0, 0.0, 0.0], [0.0, -0.1, 0.0], [0.2, 0.1, 0.1], [-0.5, 0.0, -0.1], [0.0, 0.0, 0.0], [0.0, 0.0, 0.0], [0.0, 0.0, 0.0], [0.0, -0.1, 0.0], [-0.3, 0.0, 0.2], [0.0, 0.1, 0.0], [0.0, 0.0, 0.0], [0.0, 0.0, 0.0], [0.0, 0.0, 0.0], [0.0, 0.0, 0.0], [0.0, 0.0, 0.0]]
}